(1)
The following is a DFT calculation (the ωB97M-V functional and the def2-TZVPD basis) of the molecule C4H7FS.

Each line ends with the natural charge from an NBO analysis.
Positions of all 13 atoms, in Å:
F (-2.27848, 2.03574, 1.46514)  -0.361
C (-1.01115, 1.43394, 1.51421)  0.034
C (-0.73210, 0.20345, 0.59084)  -0.217
C (0.39908, -0.28756, 0.17281)  -0.196
C (0.60310, -1.09788, -1.05257)  -0.550
S (1.88147, -0.46126, -2.11929)  -0.025
H (-0.81770, 1.23052, 2.56563)  0.170
H (-0.33051, 2.20055, 1.24287)  0.175
H (-1.68425, -0.21210, 0.14202)  0.208
H (1.37875, -0.25397, 0.76222)  0.204
H (0.88634, -2.12969, -0.69457)  0.217
H (-0.25413, -1.17876, -1.57798)  0.209
H (1.95957, -1.48298, -3.01133)  0.131

Its lowest unoccupied orbital energy is 0.77 eV. The SMILES is FC/C=C/CS. The calculation puts the frontier orbital gap at 9.9 eV.

(2)
The following is a DFT calculation (the ωB97M-V functional and the def2-TZVPD basis) of the molecule C6H13P.

Each line ends with the natural charge from an NBO analysis.
Positions of all 20 atoms, in Å:
C (0.33949, -1.32684, -0.83790)  -0.417
C (-3.40158, 0.47893, 0.16206)  -0.796
C (-0.47975, 0.23873, 0.85472)  -0.701
C (0.72901, -0.09955, -0.04277)  -0.128
C (1.99367, -0.35991, 0.78142)  -0.595
C (0.95008, 1.06186, -1.01078)  -0.602
P (-1.88382, -0.44888, -0.13935)  0.780
H (0.34428, -2.26718, -0.30696)  0.186
H (0.66454, -1.37312, -1.86144)  0.192
H (-4.28103, -0.03765, -0.20203)  0.199
H (-3.34776, 1.50663, -0.18239)  0.190
H (-0.44240, -0.26507, 1.82292)  0.236
H (-0.59228, 1.30833, 1.03893)  0.236
H (2.78766, -0.73528, 0.13977)  0.211
H (1.79806, -1.09728, 1.55783)  0.206
H (2.33625, 0.55861, 1.25008)  0.208
H (0.06161, 1.18501, -1.63112)  0.212
H (1.80281, 0.87019, -1.65922)  0.210
H (1.13226, 1.99153, -0.47813)  0.206
H (-2.21369, -1.62954, 0.52411)  -0.032

Its lowest unoccupied orbital energy (alpha / beta) is 0.02 / 0.07 eV. The calculation puts the frontier orbital gap (alpha / beta) at 7.6 / 7.6 eV.

(3)
The following is a DFT calculation (the ωB97M-V functional and the def2-TZVPD basis) of the molecule C4H5N3.

Each line ends with the natural charge from an NBO analysis.
Positions of all 12 atoms, in Å:
C (-2.07185, -0.19284, -0.05198)  -0.409
N (-0.83510, -0.58301, -0.71587)  -0.591
C (0.26491, -0.78458, 0.13354)  -0.167
C (1.47009, -0.31739, -0.05713)  0.387
N (2.63295, 0.07930, -0.28402)  -0.474
C (2.97270, 1.25569, 0.30682)  0.396
N (3.29712, 2.25613, 0.79436)  -0.344
H (-2.32472, -0.94964, 0.69770)  0.199
H (-2.87354, -0.17598, -0.79448)  0.210
H (-2.02597, 0.78645, 0.44762)  0.181
H (-0.60667, 0.03274, -1.48697)  0.374
H (0.10008, -1.40687, 1.01041)  0.240

Its lowest unoccupied orbital energy is 0.02 eV. The SMILES is CNC=C=NC#N. The calculation puts the frontier orbital gap at 8.9 eV.

(4)
The following is a DFT calculation (the ωB97M-V functional and the def2-TZVPD basis) of the molecule CH2BrPSi.

Each line ends with the natural charge from an NBO analysis.
Positions of all 6 atoms, in Å:
Br (-4.01360, -0.42743, 0.07100)  0.198
C (-2.39919, 0.38774, 0.16182)  -0.898
P (-1.86347, 2.18915, -0.06230)  0.209
Si (-0.48294, 0.40715, 0.01306)  0.865
H (0.56449, 0.29548, 1.03623)  -0.168
H (0.09446, -0.21613, -1.03163)  -0.206

Its lowest unoccupied orbital energy is -0.74 eV. The SMILES is BrC1=P[SiH2]1. The calculation puts the frontier orbital gap at 8.1 eV.

(5)
The following is a DFT calculation (the ωB97M-V functional and the def2-TZVPD basis) of a cluster of 3 separate species, C4H8N2O3 in total.

Each line ends with the natural charge from an NBO analysis.
Positions of all 17 atoms, in Å:
C (-2.09598, 0.03451, -1.63856)  -0.072
C (-1.09087, 1.08987, -0.83116)  -0.087
C (0.61272, -0.38656, 0.19499)  0.681
C (1.05687, -0.18464, 2.54119)  0.492
H (-0.66308, -1.04120, -2.31540)  0.490
H (-2.81678, 0.77325, -1.96972)  0.171
H (-2.54555, -0.61685, -0.97198)  0.153
H (-0.54843, 1.59959, -1.73249)  0.199
H (-1.85011, 1.96995, -0.43094)  0.193
H (2.21242, -1.18419, -0.67372)  0.355
H (0.51857, -2.36616, 1.52134)  0.421
H (0.81022, -1.16560, 3.82456)  0.192
N (1.24612, -0.81128, -0.98985)  -0.724
N (0.97366, -0.88079, 1.36752)  -0.654
O (-1.45668, -0.52662, -2.72418)  -0.710
O (-0.37971, 0.53638, 0.13383)  -0.489
O (1.64238, 1.30982, 2.40358)  -0.612

Its lowest unoccupied orbital energy is -2.31 eV. The calculation puts the frontier orbital gap at 7.3 eV.

(6)
The following is a DFT calculation (the ωB97M-V functional and the def2-TZVPD basis) of the molecule C3H4ClN3O.

Each line ends with the natural charge from an NBO analysis.
Positions of all 12 atoms, in Å:
N (-1.76212, -0.38573, 0.45316)  -0.829
C (-0.56128, 0.30435, 0.93138)  -0.250
C (0.62337, -0.08322, 0.10600)  0.003
N (1.60411, -0.98299, 0.49396)  -0.174
N (2.38343, -1.22418, -0.43396)  0.115
O (2.00856, -0.44411, -1.54293)  -0.302
C (0.93785, 0.27287, -1.18316)  0.210
Cl (0.34052, 1.41048, -2.26949)  0.094
H (-2.00316, -0.07889, -0.48068)  0.360
H (-2.56519, -0.20668, 1.13194)  0.367
H (-0.63624, 1.37741, 0.82971)  0.183
H (-0.36984, 0.04068, 1.96407)  0.222

Its lowest unoccupied orbital energy is 0.55 eV. The SMILES is NCc1nnoc1Cl. The calculation puts the frontier orbital gap at 10.4 eV.

ΔE to the lowest compared entry with this formula, charge and spin: 44.8, 70.3, 73.4, 11.5, 278.0, 59.7 (kcal per mole)